Entry from the Open Molecules 2025 dataset: C35H38FN3O3SiSr as an isolated structure in a non-equilibrium geometry (ωB97M-V with the def2-TZVPD basis set).

Structure (XYZ):
```
82
C35H38FN3O3SiSr ωB97M-V with the def2-TZVPD basis set
C 0.716 2.004 1.440
C 1.131 2.202 0.108
C -0.031 2.240 -0.705
H 2.161 2.415 -0.219
C -1.163 2.080 0.137
C -0.696 1.931 1.460
H -1.319 1.902 2.372
H 1.363 2.035 2.337
H -0.058 2.474 -1.780
H -2.217 2.182 -0.164
Sr 0.076 -0.591 0.162
C -0.576 -0.850 -3.153
H -1.389 -0.175 -2.768
H -0.523 -1.823 -2.567
H 0.401 -0.302 -3.196
Si -0.488 -1.902 -5.839
C 1.233 -1.764 -6.484
C 1.891 -0.541 -6.280
H 1.364 0.297 -5.814
C 3.234 -0.388 -6.651
H 3.742 0.559 -6.456
C 3.924 -1.443 -7.261
H 4.977 -1.323 -7.543
C 3.257 -2.655 -7.505
H 3.797 -3.477 -7.983
C 1.918 -2.815 -7.131
H 1.399 -3.756 -7.331
C -1.511 -0.496 -6.455
C -1.319 0.151 -7.696
H -0.565 -0.213 -8.401
C -2.078 1.285 -8.022
H -1.906 1.808 -8.968
C -3.048 1.771 -7.133
H -3.627 2.668 -7.377
C -3.276 1.096 -5.925
H -4.023 1.471 -5.221
C -2.539 -0.052 -5.609
H -2.707 -0.577 -4.666
H -0.581 -2.244 -4.402
H -1.105 -3.104 -6.482
F 0.158 2.388 6.492
C 0.134 1.015 6.330
C 0.083 0.509 5.064
C 0.166 -0.883 4.848
C 0.208 -1.415 3.506
O 0.294 -0.633 2.502
C 0.234 -2.844 3.330
C 0.414 -3.617 4.464
N 0.352 -3.128 5.755
C 0.556 -3.991 6.850
C 0.522 -5.491 6.737
C 1.830 -4.783 6.930
C 0.297 -1.741 5.973
C 0.414 -1.199 7.271
C 0.262 0.190 7.481
N 0.253 0.727 8.763
C 1.139 0.205 9.777
C 0.363 -0.147 11.030
N -0.413 1.059 11.405
C -1.299 1.652 10.380
C -0.445 1.933 9.155
C 0.155 -3.553 1.977
O 0.245 -4.783 2.041
O 0.002 -2.820 0.921
H -0.022 1.177 4.210
H 0.568 -4.688 4.398
H 0.192 -3.654 7.812
H 0.151 -6.035 7.600
H 0.297 -5.951 5.786
H 2.495 -4.695 6.069
H 2.268 -4.872 7.931
H 0.599 -1.842 8.135
H 1.910 0.960 10.024
H 1.666 -0.668 9.395
H -0.355 -0.948 10.860
H 1.017 -0.414 11.866
H -0.966 0.866 12.241
H 0.272 1.781 11.632
H -1.746 2.567 10.780
H -2.084 0.926 10.165
H 0.299 2.718 9.386
H -1.073 2.286 8.341
```

Lowest unoccupied orbital energy (spin up / spin down) = -0.32 / -1.01 eV
Calculated total energy = -58949.6644 eV
Frontier orbital gap (spin up / spin down) = 7.072 / 2.473 eV